A molecular structure, C5H11NO. Source: the OMol25 dataset; level of theory: ωB97M-V/def2-TZVPD.

orbital gap (alpha / beta)	8.39 / 8.39	eV
molecular weight	101.1	u
ΔE to the lowest compared entry with this formula, charge and spin	429.7	kJ/mol
DFT total energy	-326.96767	hartree
max |F|	5.06	eV Å⁻¹

```
18
C5H11NO ωB97M-V/def2-TZVPD
C 0.120 -0.244 0.526
C -1.341 0.063 0.647
C 0.450 -1.726 0.610
C 1.386 1.469 -0.861
C 0.316 0.392 -0.899
O -1.668 0.560 1.889
N 0.171 -0.295 -1.988
H -2.617 0.718 1.943
H 0.677 0.323 1.274
H -0.793 -0.365 -2.307
H -2.024 -0.699 0.261
H -1.219 0.898 -0.411
H 0.204 -2.085 1.609
H -0.132 -2.304 -0.107
H 1.500 -1.882 0.374
H 2.329 1.038 -0.527
H 1.541 1.874 -1.859
H 1.097 2.266 -0.175
```


2 unconnected molecules or ions with the total composition C5H11NO. Source: the OMol25 dataset; level of theory: ωB97M-V/def2-TZVPD.

orbital gap	7.48	eV
molecular weight	101.1	u
ΔE to the lowest compared entry with this formula, charge and spin	538.3	kJ/mol
DFT total energy	-326.92633	hartree
max |F|	2.75	eV Å⁻¹

```
18
C5H11NO ωB97M-V/def2-TZVPD
C -1.749 -2.065 -1.585
C -0.401 -2.142 -1.286
C 0.488 -1.044 -1.571
C 1.295 -0.593 -0.582
C 1.399 0.874 -0.297
N 2.317 1.128 0.830
H -2.466 -1.817 -0.810
H -2.164 -2.026 -2.596
H -0.012 -3.015 -0.773
H 0.585 -0.519 -2.533
H 1.415 -1.261 0.283
H 0.405 1.230 -0.021
H 1.877 1.416 -1.099
H 3.113 1.706 0.608
H 2.692 0.269 1.208
O -3.038 2.809 3.097
H -2.174 2.445 3.267
H -3.582 2.604 3.859
```


2 unconnected molecules or ions with the total composition C5H11NO. Source: the OMol25 dataset; level of theory: ωB97M-V/def2-TZVPD.

orbital gap	9.66	eV
molecular weight	101.1	u
ΔE to the lowest compared entry with this formula, charge and spin	214.4	kJ/mol
DFT total energy	-327.04967	hartree
max |F|	0.43	eV Å⁻¹

```
18
C5H11NO ωB97M-V/def2-TZVPD
C -1.798 0.339 -1.350
C -0.664 -0.336 -0.633
C 0.203 0.218 0.230
C 0.222 1.656 0.673
N 1.177 -0.568 0.899
C 2.108 -1.102 0.223
O 2.321 -1.023 -1.101
H -1.755 1.429 -1.281
H -1.790 0.074 -2.414
H -2.766 0.012 -0.950
H -0.582 -1.413 -0.787
H 1.105 2.172 0.277
H -0.670 2.206 0.364
H 0.294 1.689 1.764
H 2.873 -1.703 0.711
H 1.581 -0.514 -1.482
H -1.287 -1.643 2.505
H -0.572 -1.496 2.353
```


2 unconnected molecules or ions with the total composition C5H11NO. Source: the OMol25 dataset; level of theory: ωB97M-V/def2-TZVPD.

orbital gap	9.77	eV
molecular weight	101.1	u
ΔE to the lowest compared entry with this formula, charge and spin	265.4	kJ/mol
DFT total energy	-327.03025	hartree
max |F|	3.03	eV Å⁻¹

```
18
C5H11NO ωB97M-V/def2-TZVPD
H -0.026 -0.236 -1.834
N 0.773 0.427 -1.590
C 1.121 0.343 -0.372
C 2.116 1.232 0.159
C 0.698 -0.638 0.609
C 1.629 -1.269 1.311
O -0.588 -0.949 0.641
H 3.004 0.606 0.163
H 1.912 1.689 1.112
H 2.332 1.972 -0.558
H 1.356 -2.154 1.789
H 2.535 -0.789 1.468
H -0.751 -1.512 1.477
C -3.238 0.264 -0.837
H -2.605 -0.068 0.022
H -4.232 0.084 -0.554
H -3.083 1.298 -1.203
H -2.953 -0.300 -1.802
```


A single C5H11NO molecule. Source: the OMol25 dataset; level of theory: ωB97M-V/def2-TZVPD.

orbital gap	9.99	eV
molecular weight	101.1	u
ΔE to the lowest compared entry with this formula, charge and spin	122.8	kJ/mol
DFT total energy	-327.08457	hartree
max |F|	2.46	eV Å⁻¹

```
18
C5H11NO ωB97M-V/def2-TZVPD
C 0.027 -1.897 0.077
C 0.689 -0.713 0.773
N 0.497 0.533 -0.014
C 1.670 0.952 -0.809
C -0.740 0.900 -0.487
C -1.865 0.890 0.560
O -0.980 1.131 -1.652
H 0.400 -2.170 -0.908
H -1.031 -1.674 -0.098
H -0.058 -2.745 0.756
H 0.267 -0.530 1.760
H 1.731 -0.966 0.962
H 2.081 1.872 -0.407
H 2.436 0.196 -0.956
H 1.234 1.199 -1.784
H -2.136 1.939 0.758
H -1.462 0.469 1.464
H -2.758 0.613 0.004
```


A single C5H11NO molecule. Source: the OMol25 dataset; level of theory: ωB97M-V/def2-TZVPD.

orbital gap	10.05	eV
molecular weight	101.1	u
ΔE to the lowest compared entry with this formula, charge and spin	151.1	kJ/mol
DFT total energy	-327.07380	hartree
max |F|	1.43	eV Å⁻¹

```
18
C5H11NO ωB97M-V/def2-TZVPD
C -0.565 -2.577 -0.580
C -1.326 -1.336 -0.182
N -0.648 -0.413 0.705
C 0.462 0.321 0.094
C 1.684 0.412 0.997
C -0.050 1.736 -0.177
O 0.335 2.420 -1.087
H 0.409 -2.451 -1.047
H -0.500 -3.285 0.256
H -1.164 -3.192 -1.261
H -1.710 -0.802 -1.053
H -2.271 -1.640 0.272
H -0.363 -0.933 1.526
H 0.721 -0.121 -0.860
H 1.592 -0.046 1.984
H 2.046 1.431 1.158
H 2.561 -0.044 0.542
H -0.832 2.079 0.518
```


A single C5H11NO molecule. Source: the OMol25 dataset; level of theory: ωB97M-V/def2-TZVPD.

orbital gap	10.36	eV
molecular weight	101.1	u
ΔE to the lowest compared entry with this formula, charge and spin	147.7	kJ/mol
DFT total energy	-327.07509	hartree
max |F|	1.35	eV Å⁻¹

```
18
C5H11NO ωB97M-V/def2-TZVPD
C -2.007 1.533 2.496
C -1.363 1.530 1.098
N -0.814 0.185 0.808
C 0.109 0.209 -0.297
C 0.584 -1.197 -0.677
C 1.462 -1.119 -1.893
O 2.494 -1.729 -2.030
H -2.992 1.991 2.448
H -2.072 0.511 2.864
H -1.445 2.074 3.262
H -0.533 2.241 1.055
H -2.145 1.706 0.372
H -0.326 -0.100 1.627
H 1.007 0.823 -0.152
H -0.438 0.609 -1.160
H 1.137 -1.612 0.157
H -0.235 -1.886 -0.888
H 1.130 -0.478 -2.724
```


2 unconnected molecules or ions with the total composition C5H11NO. Source: the OMol25 dataset; level of theory: ωB97M-V/def2-TZVPD.

orbital gap	8.70	eV
molecular weight	101.1	u
ΔE to the lowest compared entry with this formula, charge and spin	204.9	kJ/mol
DFT total energy	-327.05329	hartree
max |F|	1.78	eV Å⁻¹

```
18
C5H11NO ωB97M-V/def2-TZVPD
C -1.954 -1.553 1.646
C -1.422 -1.110 0.508
C -0.454 -0.013 0.333
C -0.742 0.932 -0.787
C 0.622 0.002 1.131
N 1.683 0.907 1.014
H -1.746 -0.921 2.505
H -2.525 -2.449 1.825
H -1.593 -1.616 -0.446
H -0.495 0.478 -1.750
H -0.250 1.906 -0.766
H -1.797 1.209 -0.812
H 0.898 -0.827 1.766
H 1.918 1.356 0.147
H 2.555 0.670 1.466
O 2.117 0.341 -2.774
H 1.376 -0.302 -2.879
H 1.808 0.989 -2.125
```


A single C5H11NO molecule. Source: the OMol25 dataset; level of theory: ωB97M-V/def2-TZVPD.

orbital gap	9.74	eV
molecular weight	101.1	u
ΔE to the lowest compared entry with this formula, charge and spin	339.2	kJ/mol
DFT total energy	-327.00216	hartree
max |F|	3.47	eV Å⁻¹

```
18
C5H11NO ωB97M-V/def2-TZVPD
C -0.080 -0.825 2.881
C -1.017 -0.622 1.868
C -1.101 -1.211 0.385
C -0.965 -0.021 -0.630
N 0.436 0.409 -0.740
C 1.204 0.822 -1.881
O 2.028 2.039 -1.699
H 0.048 0.005 3.685
H 0.943 -1.204 2.803
H -1.721 0.193 2.151
H -2.160 -1.532 0.336
H -0.329 -2.039 0.170
H -1.595 0.830 -0.176
H -1.379 -0.125 -1.623
H 1.011 -0.141 -0.159
H 1.820 -0.017 -2.205
H 0.475 1.152 -2.613
H 2.381 2.288 -2.551
```


A molecular structure, C5H11NO. Source: the OMol25 dataset; level of theory: ωB97M-V/def2-TZVPD.

orbital gap	9.81	eV
molecular weight	101.1	u
ΔE to the lowest compared entry with this formula, charge and spin	510.5	kJ/mol
DFT total energy	-326.93689	hartree
max |F|	14.04	eV Å⁻¹

```
18
C5H11NO ωB97M-V/def2-TZVPD
C 2.156 -0.243 0.352
C 0.886 -0.921 0.553
C -0.092 -0.084 -1.478
C -1.005 0.703 0.631
C -2.455 0.714 0.570
H 2.511 -0.346 -0.958
H 2.882 -0.571 0.992
H 2.140 0.869 0.635
H 0.871 -1.923 0.009
H 0.734 -0.859 1.821
H -1.017 0.042 -2.031
H 0.692 0.845 -1.638
H 0.560 -1.148 -2.007
H -2.775 0.687 -0.544
H -2.747 1.446 0.946
H -2.697 -0.190 0.963
N -0.378 -0.423 -0.052
O -0.269 1.403 1.235
```


A molecular structure, C5H11NO. Source: the OMol25 dataset; level of theory: ωB97M-V/def2-TZVPD.

orbital gap	10.28	eV
molecular weight	101.1	u
ΔE to the lowest compared entry with this formula, charge and spin	361.6	kJ/mol
DFT total energy	-326.99364	hartree
max |F|	6.32	eV Å⁻¹

```
18
C5H11NO ωB97M-V/def2-TZVPD
C 1.008 2.005 -0.992
C 0.678 1.671 0.463
C -0.737 1.074 0.526
C -1.070 -0.137 -0.384
C -0.145 -1.343 0.111
N -0.643 -2.628 -0.498
O 0.693 -1.149 0.992
H 1.008 1.207 -1.721
H 1.943 2.538 -1.026
H 0.265 2.770 -1.292
H 1.438 1.059 0.906
H 0.600 2.636 1.000
H -1.036 0.944 1.581
H -1.374 1.899 0.122
H -2.143 -0.258 -0.464
H -0.698 -0.061 -1.429
H 0.340 -2.003 -0.812
H -0.330 -3.279 0.256
```


A single C5H11NO molecule. Source: the OMol25 dataset; level of theory: ωB97M-V/def2-TZVPD.

orbital gap	9.34	eV
molecular weight	101.1	u
ΔE to the lowest compared entry with this formula, charge and spin	168.7	kJ/mol
DFT total energy	-327.06709	hartree
max |F|	0.85	eV Å⁻¹

```
18
C5H11NO ωB97M-V/def2-TZVPD
C 0.677 1.764 0.728
C -0.038 0.432 0.807
C 0.864 -0.694 1.283
O 2.068 -0.675 1.303
N -0.562 0.022 -0.505
C 0.435 -0.301 -1.510
C -1.684 -0.919 -0.478
H 1.651 1.657 0.248
H 0.070 2.446 0.145
H 0.882 2.109 1.735
H -0.905 0.396 1.478
H 0.334 -1.618 1.566
H 0.336 -1.318 -1.888
H 1.455 -0.215 -1.121
H 0.372 0.342 -2.387
H -2.417 -0.575 0.244
H -2.151 -0.914 -1.459
H -1.386 -1.939 -0.188
```


A single C5H11NO molecule. Source: the OMol25 dataset; level of theory: ωB97M-V/def2-TZVPD.

orbital gap	10.55	eV
molecular weight	101.1	u
ΔE to the lowest compared entry with this formula, charge and spin	184.2	kJ/mol
DFT total energy	-327.06120	hartree
max |F|	2.82	eV Å⁻¹

```
18
C5H11NO ωB97M-V/def2-TZVPD
N -2.879 -0.115 0.292
C -1.633 -0.892 0.440
C -0.244 -0.156 0.409
C 0.501 -0.167 -0.922
C 1.673 0.862 -0.903
C 2.488 0.778 0.370
O 2.796 -0.280 0.867
H -2.799 0.511 1.102
H -3.667 -0.679 0.595
H -1.702 -1.545 1.318
H -1.618 -1.575 -0.444
H -0.518 0.827 0.753
H 0.383 -0.703 1.137
H 0.943 -1.144 -1.106
H -0.178 -0.068 -1.771
H 1.121 1.799 -0.934
H 2.251 0.890 -1.823
H 3.083 1.658 0.617
```